38
Properties=species:S:1:pos:R:3 method="wB97M-V/def2-TZVPD" multiplicity=3 e_tot_ha=-1833.574079 charge=+2 homo_lumo_gap_ev="4.853 / 5.243" s2=2.02
Mo -1.665 -0.567 -0.390
N -0.891 -2.725 0.814
C -1.975 -3.763 0.825
C -2.721 -3.808 -0.525
C -2.936 -2.381 -0.799
O -3.568 -1.592 -0.063
O -2.145 -1.817 -1.723
H -0.066 -3.094 0.346
H -0.624 -2.516 1.773
H -2.673 -3.493 1.613
H -1.580 -4.756 1.029
H -3.652 -4.363 -0.420
H -2.121 -4.245 -1.319
O 2.443 2.959 0.904
C 1.532 3.000 1.882
C 1.825 3.775 3.001
C 0.922 3.873 4.034
C -0.308 3.196 3.997
C -0.604 2.412 2.919
C 0.310 2.292 1.845
C -0.001 1.436 0.754
O -1.142 0.643 0.781
N 0.689 1.241 -0.316
N 0.108 0.271 -1.145
C 0.817 0.072 -2.263
S 2.308 0.862 -2.498
C 2.486 0.344 -4.231
C 1.836 -1.012 -4.392
S 0.249 -0.971 -3.501
H 2.140 2.418 0.158
H 2.773 4.294 3.024
H 1.163 4.486 4.893
H -1.008 3.295 4.814
H -1.544 1.878 2.878
H 3.551 0.303 -4.452
H 2.017 1.108 -4.849
H 2.433 -1.815 -3.964
H 1.623 -1.237 -5.436